1.
14
Properties=species:S:1:pos:R:3 method="wB97M-V/def2-TZVPD" max_force_ev_per_a=9.36 total_energy_ev=-7252.9315 smiles="C=NN1CCC1" homo_ha=-0.290 de_lowest_kcal_mol=114.01
N -1.61773 0.88629 -0.08925
N -0.17657 0.47082 -0.12813
C 1.08870 1.17073 -0.05948
C 1.73354 -0.31161 0.08549
C 0.33171 -0.87073 -0.22785
C -2.53838 -0.11054 0.04891
H -3.48197 0.14068 -0.04139
H -0.21243 -1.48362 0.62049
H -0.00149 -1.35121 -1.25873
H 1.46934 2.18039 -0.78116
H 1.98379 -0.42838 1.14139
H 2.52268 -0.59617 -0.63724
H -2.19990 -1.21023 0.33542
H 1.09869 1.51358 0.99153


2.
46
Properties=species:S:1:pos:R:3 method="wB97M-V/def2-TZVPD" max_force_ev_per_a=0.85 total_energy_ev=-157393.6925 total_charge=-1 homo_ha=-0.204
I -2.11133 -2.07805 4.26437
In -0.72382 -4.43617 3.77077
Cl -0.13150 0.28815 2.02386
Cl 0.39696 3.28997 -5.76551
Cl -4.35962 4.74018 0.49037
Cl -1.19604 7.96198 -3.08211
Cl 6.12297 0.08977 -6.81758
Cl 3.31568 3.09481 -5.99284
Cl 7.93583 2.36926 -7.16876
Cl -1.43797 4.65737 0.28256
Cl 1.32416 6.46160 -3.03447
Cl -2.91128 1.26769 2.03204
O -2.57428 -5.85911 6.61241
O -0.81374 -3.33669 -0.48233
O -1.39118 -1.21502 -1.00751
C 2.12629 -4.49918 5.60905
C 6.64421 1.65627 -6.19042
C -0.41255 6.43096 -2.67941
C 1.94626 3.49890 -4.94305
C -1.63334 -2.39103 -0.97097
C -2.83062 5.02531 1.31937
C -1.35828 1.22420 1.17498
C -2.05502 -6.13875 4.30241
C 1.10742 -4.47478 4.95396
C -0.59499 -3.17064 0.97857
C -0.17352 -4.47014 1.62673
C -2.90010 -5.74624 5.44443
H -0.86773 5.64310 -3.26824
H 2.03190 4.53563 -4.64676
H -1.51576 0.77617 0.19972
H -0.58339 -5.32584 1.08952
H -0.54110 6.24418 -1.62159
H 0.17969 -2.41191 1.09574
H 0.91433 -4.53947 1.56261
H -2.69881 -6.32327 3.43898
H -1.50574 -2.74837 1.40821
H -1.49489 -7.02524 4.59550
H 3.05222 -4.33892 6.11092
H 1.97027 2.84433 -4.08001
H -2.77920 4.38107 2.18980
H 5.79634 2.32841 -6.19861
H -1.01869 2.24734 1.08717
H -3.90053 -5.32288 5.21762
H -2.77653 6.07023 1.59927
H 7.01432 1.51803 -5.18188
H -2.58728 -2.79318 -1.34888


3.
18
Properties=species:S:1:pos:R:3 method="wB97M-V/def2-TZVPD" max_force_ev_per_a=5.82 total_energy_ev=-92340.0199 smiles="NC(Cl)=C=NC[C@H](Br)C=[NH2+]" total_charge=+1 homo_ha="-0.436 / -0.436" de_lowest_kcal_mol=80.97
Br -3.27060 -1.23974 0.71782
Cl 1.67647 1.24283 2.42646
N -0.58922 2.12476 -0.13011
N 0.28867 -1.62915 -0.42628
N 2.80103 0.82510 0.11658
C 1.68418 1.18450 0.66084
C -1.82437 -0.28156 -0.25201
C -0.55485 -0.88298 0.29541
C 0.44993 1.51945 0.18668
C -1.79211 1.34745 -0.14625
H -2.04105 -0.66158 -1.34513
H 3.03102 0.93269 -0.83931
H 0.27254 -1.63658 -1.48297
H 1.00869 -2.14840 0.03049
H -2.57397 1.52571 -0.94163
H 3.52002 0.75686 0.77223
H -0.29445 -0.91431 1.41979
H -2.37365 1.41816 0.77217


4.
86
Properties=species:S:1:pos:R:3 method="wB97M-V/def2-TZVPD" max_force_ev_per_a=1.98 total_energy_ev=-79477.7380 total_charge=-2 homo_ha=-0.058 de_lowest_kcal_mol=97.15
Sn -0.78987 -0.22787 0.13870
S -2.59397 -2.36827 -1.27210
F 2.07483 -0.84067 0.68890
F 4.22643 2.11993 -3.36640
F 4.09073 1.18063 1.03890
F 3.06733 -0.35497 -3.91240
O -0.22747 1.10193 5.24070
O -2.58157 1.18003 0.17820
O -2.90097 -0.98897 1.80210
O -1.00747 2.77493 7.10170
O -4.52257 2.02603 0.79300
N -3.43297 -4.74347 -0.06700
N 0.79563 1.37903 1.26900
N 1.01663 2.90643 5.83520
N 1.37533 -3.77937 -0.07400
N 1.70973 -1.71857 -1.77040
N -1.28467 2.40023 -3.77290
C 2.51203 0.01243 -0.31300
C 1.10193 2.10103 3.55950
C 2.12513 3.02333 3.13670
C 0.38553 2.88053 7.13160
C 0.11733 -4.37927 0.32370
C -3.33777 0.78853 3.31170
C -1.95707 1.29643 -3.08230
C -3.08207 -3.74317 -0.53930
C 0.58923 -1.42147 -2.70050
C -0.27197 -0.39997 -2.28870
C 2.53503 -2.91117 -2.00300
C 2.47863 3.09613 1.85140
C 2.98123 1.34803 0.06670
C -0.55607 -1.77017 -4.75710
C 0.07993 2.57753 -3.32420
C 2.42803 -4.07437 0.87520
C 3.62453 1.42953 -2.35030
C 0.53683 1.32953 2.54050
C 1.75243 -4.10157 -1.43880
C -3.63357 1.19693 0.89340
C 3.09143 0.16743 -2.63580
C -1.39427 -0.72207 -4.43020
C 1.87723 2.21553 0.79310
C 3.53983 2.01663 -1.13060
C 0.58053 1.97393 4.87360
C 0.49073 -2.08427 -3.90900
C -3.77007 0.11203 2.01010
C 2.47683 -0.50057 -1.57640
C -1.22087 -0.00817 -3.25170
C -1.35987 2.32473 -5.21310
C -5.22297 -0.35497 2.08420
H -0.73477 1.52763 -5.64880
H 1.18403 -2.85747 -4.20970
H -1.02897 3.27863 -5.63250
H 3.46883 -2.76467 -1.45360
H -2.97457 1.23123 -3.47900
H -0.24127 0.62693 2.82990
H -3.34327 0.07143 4.12930
H 1.46553 2.82743 -0.02960
H 3.24383 3.78233 1.51480
H -1.14667 2.02803 6.47070
H -5.46567 -0.97527 1.22060
H 2.15453 -3.66067 1.84240
H -3.27057 -1.53537 1.09390
H 0.62803 3.80323 7.67060
H 3.35753 -3.60527 0.55960
H 0.14663 -5.47857 0.30910
H 0.80993 2.02693 7.69380
H -0.69157 -2.32967 -5.67550
H 0.46943 3.51353 -3.72970
H -2.39567 2.16063 -5.51310
H 0.08913 2.62353 -2.23600
H 2.62663 3.64203 3.87230
H -5.86237 0.52383 2.07490
H -2.00567 1.55953 -2.02370
H 2.60073 -5.15817 0.98480
H -2.20857 -0.46137 -5.09380
H 3.92903 3.01183 -0.99950
H 0.74793 1.76283 -3.63940
H -0.68287 -4.04307 -0.33100
H -2.32807 1.17303 3.19520
H 1.26963 -1.93117 -0.85300
H 0.84123 -4.22937 -2.02960
H 2.77823 -3.02797 -3.05880
H -5.40167 -0.92867 2.99260
H 2.34923 -5.02737 -1.51520
H 1.24813 3.81433 5.46900
H -0.12837 -4.05147 1.32990
H -4.01047 1.61093 3.53980


5.
105
Properties=species:S:1:pos:R:3 method="wB97M-V/def2-TZVPD" max_force_ev_per_a=2.38 total_energy_ev=-87388.3441 total_charge=-1 homo_ha=-0.166
I -3.05410 -5.55604 -0.86305
F 2.81207 -1.06266 -6.30100
F -1.41106 9.62900 4.98163
F -3.43441 10.34005 4.98691
F -2.83548 8.81054 6.37041
F -2.03634 3.11762 1.39150
F 1.35616 -1.82416 -4.91232
F -3.20022 -4.47745 6.04000
F -1.89634 -5.55856 4.72618
F -1.54084 -5.58771 6.84322
F 0.79436 -0.35092 -6.36501
O 0.17549 -2.59174 -7.81172
O 1.24430 0.28936 3.22206
O -0.70215 -0.01394 -0.25364
O 2.10368 -3.50969 -7.13048
O -0.18698 -3.42954 4.86501
O -2.13428 -0.24001 -2.16109
O -1.29021 -2.71609 6.68123
O -4.07776 8.16174 3.46442
O -2.13412 7.22164 4.06572
C 5.20705 -0.20201 -1.00749
C 3.26110 0.32368 1.69827
C -2.39154 6.11493 3.17735
C 1.63652 0.76999 -1.85187
C 0.52177 -0.23271 2.09891
C -3.06892 8.16771 4.10298
C -1.02526 -3.57947 5.69948
C -2.06454 6.47780 1.74455
C 1.16777 -2.55601 -7.15038
C -1.80750 2.08671 -1.36395
C -2.83358 2.01328 1.01919
C -0.94170 -1.39199 -0.57908
C -0.97314 -0.51161 5.69327
C 3.68208 -1.00985 0.94384
C -3.13182 2.01395 -0.52230
C 5.15729 -0.93862 0.37915
C 2.20849 -4.33354 -9.41610
C -3.19732 -2.49819 -1.62576
C -2.68588 9.24493 5.11201
C 1.53176 -1.43902 -6.17859
C 4.83621 -1.12204 -2.22010
C -4.73789 -3.22118 0.32674
C -2.40642 -1.22923 -1.18827
C 0.23905 0.89601 -2.54956
C -3.34063 -3.45726 -0.37366
C -0.48131 -1.52659 6.70414
C 1.85475 -4.64174 -7.97486
C 3.34793 -0.98744 -2.70143
C -1.92177 -4.80664 5.82264
C 2.84334 0.49183 -2.86594
C 2.64673 0.06136 3.11580
B -1.04787 0.61985 -1.56048
H -4.89972 -3.98882 1.12161
H 2.65450 0.99724 1.05692
H -1.74624 5.30067 3.50510
H -2.79363 -3.01306 -2.52173
H 4.22948 0.86357 1.86845
H -2.96858 -0.80515 -0.31033
H -2.03125 -0.29378 5.85422
H -0.56884 -1.11586 7.71040
H 5.51355 -0.97234 -3.09771
H -2.18838 5.61139 1.09485
H -1.07457 2.73808 -0.80523
H 0.20119 0.24940 -3.46970
H -0.34089 -1.64112 -1.49766
H 5.02948 -2.17758 -1.89129
H 2.09019 -5.22138 -10.03840
H 3.29519 -1.45179 -3.71375
H 2.94494 -1.31471 0.17105
H 2.86237 -0.96522 3.51431
H 0.50840 0.56090 1.31228
H 0.98373 -1.15804 1.67028
H 1.69075 -0.05118 -1.10005
H -3.81843 1.18937 -0.80493
H -0.40365 0.41419 5.77006
H 3.23941 -3.98231 -9.48967
H 2.70697 -1.61938 -2.04789
H 3.14105 0.76453 3.83332
H -2.71199 7.27771 1.38082
H 2.48797 0.64788 -3.91091
H 5.54442 -1.98008 0.31514
H -2.58696 -3.21858 0.41088
H -3.79112 2.14303 1.58398
H -0.53776 -0.44041 2.35525
H -4.24848 -2.20746 -1.88308
H -5.57906 -3.22766 -0.39731
H -4.66078 -2.21869 0.81754
H -0.76073 -2.13751 0.22420
H -0.87558 -0.88908 4.67577
H -3.70092 2.96909 -0.69969
H 1.83263 1.73237 -1.31139
H 2.48939 -5.44671 -7.60405
H -2.04245 2.58074 -2.33616
H 4.57717 0.70736 -0.90653
H 0.56930 -1.77554 6.54647
H -2.34113 1.06813 1.33674
H 6.26148 0.14207 -1.17252
H 0.82005 -4.97306 -7.87531
H 5.77390 -0.36767 1.11879
H 0.15775 1.95436 -2.91946
H -1.03686 6.83774 1.66597
H 3.68066 -1.81651 1.72024
H -3.42192 5.77276 3.28170
H 3.63572 1.24402 -2.64244
H 1.57175 -3.54429 -9.81763


6.
12
Properties=species:S:1:pos:R:3 method="wB97M-V/def2-TZVPD" max_force_ev_per_a=5.82 total_energy_ev=-8695.5183 smiles="[H]/N=C1/C=NC(C)=N1" homo_ha=-0.376 de_lowest_kcal_mol=99.02
N 0.77738 0.56539 0.60288
N -1.11614 -0.25169 -0.75078
N -0.88872 1.62395 2.21986
C -0.55553 0.97719 1.18250
C -1.59721 0.48544 0.19558
C 0.32465 -0.30276 -0.44180
C 1.11510 -1.35497 -1.25755
H 2.25225 -1.29027 -1.02233
H 1.48289 -1.18595 -2.45288
H 0.87684 -2.40650 -0.97774
H 0.05299 2.31865 2.61874
H -2.72450 0.82152 0.08351